The following is a quantum chemistry calculation of an isolated molecule of C5H8O2, from the Open Molecules 2025 dataset.

Last column: Mulliken charge in e.
Element x y z (Å)
O: -2.19 -1.62 0.22  -0.521
O: 2.13 -0.30 -0.33  -0.473
C: -0.94 0.08 -0.83  -0.663
C: 1.21 1.68 0.67  -1.076
C: 1.15 0.40 0.31  0.376
C: -0.19 -0.24 0.45  -0.080
C: -0.94 -1.30 -0.33  -0.041
H: -0.67 -0.03 1.41  0.398
H: -1.85 0.66 -0.79  0.266
H: 2.73 0.36 -0.70  0.336
H: -0.29 0.30 -1.68  0.238
H: -0.48 -2.11 -0.90  0.378
H: -2.07 -2.31 0.88  0.309
H: 0.30 2.14 1.03  0.251
H: 2.10 2.30 0.60  0.302

For the orbital gap, the calculation gives 9.33 eV. The calculation puts the HOMO energy at -8.5 eV. The value obtained for the calculated total energy is -9407.3554 eV. The value obtained for the energy above the lowest of the compared OMol25 structures with the same formula, charge and spin is 239.0 kJ/mol. The charge is 0.

=====

The following is a quantum chemistry calculation of C28H68CdO15Zn as an isolated structure at a distorted geometry, from the Open Molecules 2025 dataset.

Last column: Mulliken charge in e.
Element x y z (Å)
Cd: 3.30 -1.25 0.30  3.124
Zn: -3.86 0.59 -3.92  0.924
O: -0.99 3.06 -6.61  -0.476
O: 4.22 0.61 -0.45  -0.377
O: -0.74 3.11 0.40  -0.454
O: -4.71 0.70 -2.09  -0.096
O: 4.56 -1.09 1.95  -0.374
O: 0.80 -0.50 6.21  -0.558
O: -2.07 -0.05 -3.10  -0.872
O: 2.41 -3.09 1.36  -0.131
O: -3.80 2.64 -3.90  -0.342
O: -4.88 1.18 2.34  -0.577
O: 4.80 -2.54 -0.53  -0.591
O: 2.22 -1.08 -1.57  -0.827
O: 1.51 -0.45 0.90  -1.711
O: -2.89 0.30 -0.40  -1.083
O: -1.92 -2.83 1.64  -0.452
C: -5.75 1.48 -1.44  -0.290
C: 1.03 -0.84 -1.41  0.694
C: -2.19 -3.46 0.40  0.405
C: 0.58 -0.46 0.05  0.784
C: 1.70 -5.42 1.22  -1.613
C: -2.57 -4.93 0.71  -1.555
C: -2.86 3.65 -1.96  -0.414
C: -6.93 0.52 -1.25  -1.389
C: -1.71 -0.01 -0.68  0.907
C: 0.44 2.96 -6.72  -0.373
C: -0.90 5.12 1.70  -1.450
C: 0.04 -0.67 -2.43  -1.239
C: -1.33 3.68 1.55  0.170
C: -3.82 0.82 3.17  0.705
C: 3.48 0.29 3.59  -0.913
C: 0.92 2.11 -5.58  -0.860
C: 4.93 -3.77 -2.62  -1.280
C: -1.25 -0.30 -2.13  -0.167
C: -2.63 3.33 -3.43  0.072
C: -0.75 -0.11 0.29  -0.759
C: 5.47 1.30 -0.40  -0.385
C: 4.72 -0.40 3.23  -0.315
C: -0.49 -1.32 4.32  0.274
C: 1.39 -4.00 0.91  0.498
C: 0.10 -1.63 5.68  -0.425
C: 6.07 1.57 -1.77  -1.206
C: 5.17 -2.45 -1.91  0.085
C: -3.91 1.58 4.50  -1.379
H: 1.32 -3.81 -0.16  0.099
H: 7.13 1.80 -1.69  0.376
H: 3.88 -4.04 -2.46  0.266
H: 0.52 1.10 -5.65  0.209
H: 1.42 -0.81 6.87  0.312
H: -5.44 1.99 -0.52  0.387
H: 0.72 2.55 -7.69  0.264
H: 5.10 -3.74 -3.70  0.386
H: -0.67 -1.85 6.42  0.302
H: -2.35 4.20 -4.03  0.362
H: 3.54 0.58 4.64  0.464
H: -4.08 0.54 -1.35  0.734
H: -1.86 -5.37 1.41  0.329
H: 3.59 1.20 -0.89  0.108
H: 6.23 0.74 0.14  0.264
H: -3.54 -5.02 1.19  0.386
H: -1.48 5.56 2.50  0.407
H: -4.84 0.56 1.60  0.225
H: 2.82 -3.59 2.08  0.190
H: 0.94 -2.32 5.60  0.284
H: -3.74 4.26 -1.76  0.452
H: -3.76 -0.25 3.36  0.275
H: -1.27 -3.39 -0.20  0.035
H: 5.60 2.37 -2.35  0.372
H: 0.98 3.91 -6.66  0.344
H: 3.44 1.24 3.05  0.294
H: 0.38 -3.80 1.27  -0.190
H: -1.98 -1.90 1.38  0.137
H: 5.92 0.73 -2.46  0.255
H: -1.77 2.67 -3.55  -0.242
H: -6.22 2.26 -2.04  0.364
H: 0.31 -0.74 -3.48  0.570
H: -2.91 2.67 -1.48  -0.258
H: -2.98 -3.01 -0.22  0.282
H: -7.74 1.10 -0.81  0.443
H: 0.86 -5.99 0.80  0.431
H: 5.52 0.33 3.07  0.231
H: 5.48 -2.94 0.02  0.212
H: 1.81 -5.69 2.27  0.415
H: -1.18 3.10 2.46  0.336
H: 5.02 -1.16 3.94  0.430
H: 2.60 -5.79 0.72  0.377
H: -2.90 1.21 2.73  -0.330
H: -2.65 -5.55 -0.18  0.407
H: 0.61 2.45 -4.58  0.177
H: -1.17 3.92 -7.00  0.299
H: -3.10 1.33 5.19  0.338
H: 5.53 -4.64 -2.34  0.361
H: 2.00 2.06 -5.46  0.452
H: 5.10 -1.89 2.03  0.190
H: 6.19 -2.08 -1.96  0.418
H: -1.20 2.31 0.12  0.109
H: -4.41 3.39 -4.01  0.337
H: -7.27 0.06 -2.18  0.342
H: -4.79 1.42 5.12  0.385
H: -3.79 2.66 4.38  0.318
H: -6.75 -0.30 -0.55  0.309
H: 2.58 -0.31 3.46  -0.055
H: 5.30 2.21 0.18  0.430
H: 0.17 5.19 1.95  0.328
H: -1.05 5.73 0.81  0.311
H: -2.04 4.22 -1.52  0.412
H: -1.15 -0.46 4.31  -0.108
H: -2.40 3.78 1.36  0.143
H: 4.53 -1.71 -2.39  0.003
H: -0.93 -2.21 3.87  0.252
H: -1.00 0.08 1.32  0.880
H: 0.34 -1.11 3.64  -0.332

For the orbital gap, the calculation gives 5.58 eV. The calculation puts the HOMO energy at -13.1 eV. The value obtained for the calculated total energy is -113816.2713 eV. The value obtained for the energy above the lowest of the compared OMol25 structures with the same formula, charge and spin is 0.0 kJ/mol. The charge is +2.

=====

The following is a quantum chemistry calculation of a 7-piece molecular cluster, C30H72BBrN3O19S7 overall at a distorted geometry, from the Open Molecules 2025 dataset.

Last column: Mulliken charge in e.
Element x y z (Å)
Br: 1.25 -4.75 2.36  -0.327
S: -3.58 -4.08 -5.57  1.077
S: 6.29 4.63 0.94  1.186
S: 3.13 7.58 10.01  1.159
S: 0.10 4.44 3.32  1.204
S: -5.99 -3.39 -10.18  1.290
S: 2.88 -4.16 5.57  -0.055
S: -2.03 1.57 -3.06  1.173
O: -3.09 0.93 -4.11  -0.294
O: -7.15 -3.93 -9.50  -0.609
O: 5.65 5.72 1.63  -0.595
O: 6.96 3.55 1.64  -0.635
O: -5.87 -4.10 -11.64  -0.338
O: 2.24 8.73 10.75  -0.284
O: -4.64 -4.72 -6.62  -0.134
O: 2.73 7.51 8.62  -0.498
O: 5.23 3.98 -0.12  -0.261
O: -4.21 -2.98 -4.87  -0.555
O: -4.69 -3.35 -9.56  -0.564
O: 3.12 -6.69 6.75  -0.243
O: 0.19 4.52 4.95  -0.342
O: -2.67 2.67 -2.36  -0.642
O: -1.36 0.50 -2.35  -0.538
O: 0.94 3.37 2.85  -0.540
O: 4.51 7.72 10.41  -0.651
O: 0.19 5.79 2.79  -0.662
O: -2.91 -5.15 -4.86  -0.608
N: 5.34 -6.66 7.78  -0.317
N: 5.24 -5.39 7.17  -0.250
N: 0.51 0.62 0.95  -0.277
C: 2.93 -2.96 0.50  -0.579
C: 4.07 -7.49 7.56  -0.048
C: -6.39 -1.76 -10.77  -1.037
C: -0.87 -5.27 -2.33  -0.840
C: 3.94 -3.56 2.87  -0.552
C: 2.65 -4.19 -0.54  -0.517
C: 0.24 -1.85 1.90  0.034
C: 3.12 3.78 1.06  -0.171
C: 4.26 3.06 0.36  -0.543
C: 3.96 -3.12 4.44  -0.535
C: 2.64 10.09 10.60  -0.326
C: 2.01 6.05 5.46  -0.966
C: 3.87 -5.42 6.54  0.386
C: 1.21 -3.94 -1.34  -0.197
C: -0.91 2.24 -4.26  -0.950
C: -4.06 0.01 -3.63  0.055
C: -2.45 -3.41 -6.77  -0.943
C: -5.27 -5.39 -11.73  -0.283
C: 7.41 5.30 -0.26  -0.935
C: -6.24 -6.47 -11.29  -0.828
C: 2.23 10.65 9.26  -0.969
C: 1.48 4.63 5.55  -0.295
C: -5.20 0.72 -2.93  -1.122
C: 2.43 6.19 10.86  -0.960
C: -5.61 -5.64 -6.14  -0.359
C: -1.60 3.92 3.23  -1.072
C: 1.76 -1.86 2.60  -0.425
C: 0.05 -5.04 -0.97  -0.139
C: -6.75 -4.93 -5.44  -0.994
C: -0.37 -0.34 1.71  -0.469
B: 2.54 -3.25 2.06  0.388
H: 4.09 -2.69 0.39  0.195
H: 2.93 6.15 6.04  0.362
H: -5.61 1.52 -3.56  0.297
H: 4.72 2.32 1.02  0.357
H: -1.38 -4.24 -2.65  0.043
H: 0.21 -2.42 0.87  -0.414
H: -0.06 0.96 0.12  0.164
H: -5.82 -7.47 -11.48  0.389
H: 7.86 4.48 -0.83  0.314
H: 2.32 3.07 1.31  -0.090
H: 1.27 6.77 5.83  0.259
H: -1.69 2.93 3.68  0.294
H: -7.15 -4.13 -6.07  0.229
H: 5.09 -3.20 4.80  0.408
H: -6.58 -1.13 -9.90  0.378
H: 2.41 11.72 9.21  0.382
H: -7.28 -1.82 -11.39  0.341
H: -0.46 1.43 -4.83  0.294
H: -3.60 -0.74 -2.98  0.266
H: -7.19 -6.38 -11.82  0.263
H: -0.69 0.05 2.78  0.193
H: -4.34 -5.43 -11.14  0.292
H: -6.41 -4.47 -4.51  0.295
H: 6.86 5.98 -0.92  0.304
H: -4.45 -0.53 -4.50  0.098
H: 0.82 -2.83 -1.21  -0.043
H: 0.56 1.49 1.57  0.054
H: -0.51 -2.42 2.63  0.294
H: -1.88 3.87 2.17  0.390
H: 2.32 -0.92 2.20  -0.030
H: 1.16 10.46 9.07  0.260
H: -2.22 4.65 3.75  0.363
H: -0.14 -5.65 -3.17  0.228
H: -6.45 -6.40 -10.22  0.131
H: 1.36 4.36 6.60  0.274
H: 2.67 6.26 11.93  0.337
H: -1.68 -2.86 -6.23  0.400
H: 4.90 -3.09 2.37  0.253
H: 0.47 -6.03 -0.51  0.260
H: -0.66 -4.52 -0.16  0.144
H: -3.00 -2.73 -7.42  0.278
H: 3.72 10.20 10.77  0.319
H: -1.40 -0.46 1.11  0.239
H: -5.00 -5.55 -12.77  0.282
H: -0.13 2.79 -3.72  0.371
H: -6.00 0.02 -2.68  0.390
H: -2.01 -4.22 -7.34  0.323
H: 1.56 -1.87 3.75  0.131
H: -5.54 -1.37 -11.33  0.310
H: 2.36 -1.99 0.09  0.156
H: -6.00 -6.18 -7.01  0.212
H: -1.74 -6.03 -2.13  0.295
H: 3.48 -4.10 -1.40  0.264
H: -5.14 -6.39 -5.49  0.348
H: 2.71 4.57 0.44  0.263
H: 8.19 5.85 0.27  0.363
H: 3.87 2.53 -0.51  0.279
H: 4.10 -4.74 2.84  0.054
H: 1.42 -4.06 -2.50  0.397
H: 3.46 4.24 2.00  0.259
H: 3.67 -1.98 4.63  0.217
H: -1.46 2.92 -4.91  0.331
H: 2.76 -5.26 -0.10  0.183
H: 2.13 10.65 11.40  0.266
H: 3.84 -8.57 7.97  0.301
H: 2.23 6.32 4.43  0.330
H: 2.87 5.28 10.44  0.373
H: -7.55 -5.63 -5.19  0.399
H: -4.86 1.18 -2.00  0.285
H: 2.79 10.17 8.45  0.279
H: 1.35 6.18 10.71  0.316
H: 2.18 3.92 5.11  0.276

For the orbital gap, the calculation gives 6.04 eV. The calculation puts the HOMO energy at -4.8 eV. The value obtained for the calculated total energy is -222207.3435 eV. The charge is -1.